Model one:
{
  "formula": "C2H6N2S",
  "method": "wB97M-V/def2-TZVPD",
  "lumo_energy_ha": 0.011,
  "orbital_gap_ev": 8.7,
  "species": ["C", "C", "H", "H", "H", "H", "H", "H", "N", "N", "S"],
  "xyz": [[0.02, -0.37, -0.36], [-1.21, 0.39, -0.35], [3.15, 0.71, 0.06], [2.35, -0.59, 0.85], [0.10, -1.71, -0.65], [-1.87, -0.03, -1.02], [-0.64, 1.31, -0.67], [-2.39, -0.86, 1.09], [2.13, 0.07, 0.02], [0.96, 0.59, 0.07], [-2.59, 0.50, 0.97]]
}

Model two:
{
  "formula": "C2H6N2S",
  "method": "wB97M-V/def2-TZVPD",
  "smiles": "CC(=S)NN",
  "lumo_energy_ha": 0.026,
  "orbital_gap_ev": 9.1,
  "species": ["C", "C", "S", "N", "N", "H", "H", "H", "H", "H", "H"],
  "xyz": [[-1.00, -0.10, -1.00], [-0.62, 0.58, 0.35], [-1.51, 1.75, 1.04], [0.60, 0.33, 0.89], [1.67, -0.60, 0.55], [-1.93, -0.68, -0.86], [-0.20, -0.84, -1.37], [-1.19, 0.74, -1.66], [0.79, 0.81, 1.81], [1.29, -1.56, 0.65], [2.09, -0.44, -0.38]]
}

Model three:
{
  "formula": "C2H6N2S",
  "method": "wB97M-V/def2-TZVPD",
  "lumo_energy_ha": 0.027,
  "orbital_gap_ev": 8.7,
  "species": ["C", "C", "N", "N", "S", "H", "H", "H", "H", "H", "H"],
  "xyz": [[-1.14, -0.91, -0.29], [-0.82, 0.45, 0.32], [-2.08, 0.17, 0.14], [-3.27, 0.52, 0.33], [4.18, 0.20, 0.15], [-0.90, -1.06, -1.26], [-1.26, -1.74, 0.31], [-0.13, 1.16, 0.58], [5.36, 0.65, 0.52], [-4.00, -0.20, 0.21], [4.06, 0.75, -1.03]]
}

Model four:
{
  "formula": "C2H6N2S",
  "method": "wB97M-V/def2-TZVPD",
  "smiles": "[H]/N=C\\N(C)S",
  "lumo_energy_ha": 0.013,
  "orbital_gap_ev": 9.0,
  "species": ["H", "N", "C", "N", "C", "S", "H", "H", "H", "H", "H"],
  "xyz": [[-1.77, -0.30, 2.09], [-1.93, -0.54, 1.16], [-1.33, -0.20, 0.09], [-0.09, 0.34, 0.00], [0.88, -0.03, -1.11], [0.52, 1.21, 1.48], [-1.58, -0.34, -0.93], [1.54, -0.83, -0.65], [1.53, 0.88, -1.57], [0.46, -0.42, -2.10], [1.77, 0.22, 1.54]]
}

It comes down to model two, which is 40.3 kcal/mol more stable than the next structure.

Model one:
{
  "formula": "C2HCl5",
  "method": "wB97M-V/def2-TZVPD",
  "lumo_energy_ha": [-0.028, -0.013],
  "orbital_gap_ev": [7.7, 8.3],
  "species": ["C", "C", "Cl", "Cl", "Cl", "Cl", "Cl", "H"],
  "xyz": [[1.39, 0.35, 0.10], [-1.21, -0.48, -0.08], [1.46, 1.08, -1.43], [1.18, 1.34, 1.45], [-1.84, 0.41, 1.24], [-1.66, 0.08, -1.64], [-1.23, -2.20, 0.12], [1.91, -0.58, 0.23]]
}

Model two:
{
  "formula": "C2HCl5",
  "method": "wB97M-V/def2-TZVPD",
  "lumo_energy_ha": [-0.045, -0.009],
  "orbital_gap_ev": [7.1, 8.8],
  "species": ["C", "C", "Cl", "Cl", "Cl", "Cl", "Cl", "H"],
  "xyz": [[1.26, 1.24, -0.54], [-0.95, -1.11, 0.38], [0.13, 2.49, -0.60], [2.36, 1.19, 0.73], [-0.93, -1.94, 1.89], [-2.26, -0.03, 0.15], [-0.61, -2.13, -0.98], [1.00, 0.31, -1.02]]
}

It comes down to model one, which is 5.7 kcal/mol more stable than the next structure.